Entry 1:
C4H9N2O2 | ωB97M-V with the def2-TZVPD basis set

Geometry as ORCA input:
```
! RIJCOSX wB97M-V def2-TZVPD def2/J DEFGRID3
* xyz -1 1
O -1.10148 -2.46742 0.49035
C -0.77508 -1.40575 0.06671
N -1.70974 -0.55124 -0.37447
C -1.33803 0.71687 -0.91955
C 0.77041 -1.05604 -0.16329
N 1.42051 -0.34274 0.93861
C 1.43426 1.16579 0.77518
O 0.56304 1.89583 1.30852
H -2.62798 -0.84338 -0.61283
H -0.69495 0.66628 -1.76494
H -0.76526 1.40487 -0.19716
H -2.06832 1.47420 -1.06109
H 1.19954 -2.09034 -0.14602
H 0.84993 -0.54859 -1.11257
H 0.93102 -0.57089 1.92479
H 1.48665 1.29731 -0.35855
H 2.42549 1.25526 1.20631
*
```

Highest occupied orbital energy in eV: -2.723
Frontier orbital gap in eV: 6.585
Relative energy (zero: lowest compared OMol25 entry of this formula, charge and spin) in eV: 3.172
LUMO energy in Eh: 0.14194
SMILES: CNC(=O)CNC[O-]



Entry 2:
C27H40N10OS2Y | ωB97M-V with the def2-TZVPD basis set

Geometry as ORCA input:
```
! RIJCOSX wB97M-V def2-TZVPD def2/J DEFGRID3
* xyz 1 1
Y -0.07818 0.13256 -0.14208
C 2.25647 -3.15754 1.89242
C 1.67857 -1.86391 2.46569
N 0.35303 -1.45031 1.95574
C -0.68045 -2.49483 2.02196
C -0.84808 -3.18721 0.67197
N -1.41427 -2.29318 -0.35126
C -1.70546 -3.06507 -1.57136
C -0.45973 -3.35918 -2.40817
C 0.00175 -2.22538 -3.32923
N 0.58171 -1.05248 -2.64296
C 2.05560 -1.09160 -2.66533
C 2.63360 -2.17723 -1.76133
N 2.13695 -2.08682 -0.39314
C 2.71765 -3.14801 0.42280
H 3.12756 -3.39311 2.50561
H 1.53988 -3.96197 2.05692
H 1.62637 -2.01440 3.55574
H 2.36684 -1.03245 2.28824
H 0.06165 -0.70643 2.59553
H -0.44191 -3.24680 2.78403
H -1.63324 -2.03181 2.30042
H 0.12635 -3.51933 0.32179
H -1.49081 -4.06825 0.81281
H -2.32286 -1.97948 0.00423
H -2.15983 -4.02767 -1.28702
H -2.44549 -2.52469 -2.16594
H 0.34646 -3.64545 -1.73683
H -0.67441 -4.22164 -3.04514
H 0.74294 -2.63848 -4.02904
H -0.85027 -1.91344 -3.93998
H 0.33019 -0.22812 -3.19323
H 2.42824 -1.28377 -3.68406
H 2.42126 -0.11358 -2.34280
H 2.37611 -3.16194 -2.15801
H 3.73322 -2.10325 -1.80555
H 2.47671 -1.20193 -0.01770
H 2.44166 -4.10469 -0.03144
H 3.81770 -3.09239 0.38985
N -2.70089 1.98361 3.41114
C -1.77234 1.48218 2.54954
S -2.39999 0.38446 1.34704
N -0.56143 1.89689 2.69931
N 0.44879 1.48868 1.85347
C 1.60684 1.93924 2.23403
C 2.86233 1.72357 1.60039
C 4.02426 2.11124 2.29083
C 5.27546 1.92968 1.75601
C 5.39558 1.36994 0.48386
C 4.27807 0.99654 -0.22280
C 2.97340 1.15579 0.29889
O 1.93874 0.78811 -0.40526
H -3.57796 1.49422 3.47133
H -2.34216 2.39456 4.25984
H 1.62880 2.53942 3.14571
H 3.91367 2.55148 3.27089
H 6.15375 2.22302 2.30826
H 6.37514 1.23224 0.04913
H 4.37831 0.57405 -1.21191
C -1.04654 4.97333 1.59699
N -2.04799 4.29754 0.82080
C -3.39880 4.39669 1.01893
C -4.00920 3.56158 0.15623
N -3.02409 2.92712 -0.57767
C -1.80393 3.39285 -0.15534
S -0.30382 3.05456 -0.81388
C -3.27948 2.01396 -1.59780
C -4.45797 2.16569 -2.33800
C -4.74965 1.24620 -3.32523
C -3.84275 0.22055 -3.55795
C -2.69970 0.16957 -2.78479
N -2.40378 1.03111 -1.81258
H -1.54355 5.62826 2.30903
H -0.39027 5.55037 0.94649
H -0.44728 4.23874 2.13781
H -3.82393 5.05574 1.74709
H -5.04757 3.33548 0.03864
H -5.11721 2.99912 -2.15590
H -5.65429 1.32864 -3.90723
H -4.01518 -0.50847 -4.33430
H -1.96489 -0.60232 -2.94518
*
```

Highest occupied orbital energy in eV: -9.714
Frontier orbital gap in eV: 7.624
Relative energy (zero: lowest compared OMol25 entry of this formula, charge and spin) in eV: 0.893
LUMO energy in Eh: -0.07683



Entry 3:
CH2Cl2O3 | ωB97M-V with the def2-TZVPD basis set

Geometry as ORCA input:
```
! RIJCOSX wB97M-V def2-TZVPD def2/J DEFGRID3
* xyz 0 1
C 0.57158 -0.29254 0.04096
O 1.13905 0.83409 0.25395
O -0.88542 -0.33081 1.32136
O -0.07816 -0.48784 -1.06268
Cl 1.37346 -1.70197 0.44745
Cl -0.96914 0.85463 -1.66987
H 0.58597 1.55430 -0.06181
H -1.73733 -0.42986 0.73062
*
```

Highest occupied orbital energy in eV: -9.699
Frontier orbital gap in eV: 8.238
Relative energy (zero: lowest compared OMol25 entry of this formula, charge and spin) in eV: 2.782
LUMO energy in Eh: -0.05372



Entry 4:
C2H4O2P | ωB97M-V with the def2-TZVPD basis set

Geometry as ORCA input:
```
! RIJCOSX wB97M-V def2-TZVPD def2/J DEFGRID3
* xyz 1 1
C -0.71373 0.50108 0.35204
C 0.50694 -0.50289 0.31004
O -0.63564 1.43816 -0.56878
O 0.86144 -0.72174 -1.02781
P 0.63162 -0.03320 -2.33638
H -1.65731 -0.07474 0.33444
H -0.61552 0.95289 1.35476
H 1.38987 -0.10325 0.81549
H 0.23233 -1.45632 0.76619
*
```

Highest occupied orbital energy (alpha / beta) in eV: -15.517 / -14.575
Frontier orbital gap (alpha / beta) in eV: 7.933 / 6.716
Relative energy (zero: lowest compared OMol25 entry of this formula, charge and spin) in eV: 4.456
LUMO energy (alpha / beta) in Eh: -0.27870 / -0.28882



Entry 5:
CHFNO2S | ωB97M-V with the def2-TZVPD basis set

Geometry as ORCA input:
```
! RIJCOSX wB97M-V def2-TZVPD def2/J DEFGRID3
* xyz -1 1
C -1.60211 0.49775 0.52436
N 0.29490 0.87951 0.66318
O 2.54760 0.07478 -0.33317
O 0.64270 -1.47940 -0.52757
F -1.73893 0.70144 -0.88182
S 1.09257 -0.13079 -0.13738
H -1.23674 -0.54330 0.69239
*
```

Highest occupied orbital energy in eV: -3.761
Frontier orbital gap in eV: 7.550
Relative energy (zero: lowest compared OMol25 entry of this formula, charge and spin) in eV: 4.919
LUMO energy in Eh: 0.13924



Entry 6:
C4H5IN2O | ωB97M-V with the def2-TZVPD basis set

Geometry as ORCA input:
```
! RIJCOSX wB97M-V def2-TZVPD def2/J DEFGRID3
* xyz 0 1
C 0.19178 -1.48739 -1.01639
C -0.67052 2.38268 -0.66291
C 0.22931 -1.22258 1.54704
C 0.56272 -0.99420 0.09463
N -0.19470 -1.98238 -2.02203
N -0.77242 2.95378 0.39341
O -0.62906 1.73308 -1.62388
I 2.39171 0.17501 -0.22788
H -0.75195 -1.83189 1.46822
H 1.08380 -1.87492 1.91303
H 0.02940 -0.16560 1.96100
H -0.77871 -1.58523 -2.70956
H -0.69136 3.89965 0.88534
*
```

Highest occupied orbital energy in eV: -8.313
Frontier orbital gap in eV: 8.392
Relative energy (zero: lowest compared OMol25 entry of this formula, charge and spin) in eV: 1.506
LUMO energy in Eh: 0.00290



Entry 7:
CH2BrN2 | ωB97M-V with the def2-TZVPD basis set

Geometry as ORCA input:
```
! RIJCOSX wB97M-V def2-TZVPD def2/J DEFGRID3
* xyz 1 1
C 0.24875 -0.91392 0.49259
N -1.12059 -0.77919 0.50717
N -0.24250 -0.04685 1.27077
Br -1.89786 0.64808 -0.96701
H 1.09243 -1.41589 0.06901
H -1.02583 1.62567 -0.33558
*
```

Highest occupied orbital energy in eV: -16.372
Frontier orbital gap in eV: 9.227
Relative energy (zero: lowest compared OMol25 entry of this formula, charge and spin) in eV: 2.105
LUMO energy in Eh: -0.26256



Entry 8:
C4H4N4O | ωB97M-V with the def2-TZVPD basis set

Geometry as ORCA input:
```
! RIJCOSX wB97M-V def2-TZVPD def2/J DEFGRID3
* xyz 0 1
C -0.49277 -0.27052 -0.03867
C -0.15388 1.14092 -0.03661
C 2.10201 0.51167 -0.00504
C 1.74765 -0.84117 0.07704
H -1.87876 -1.86745 -0.19746
H -0.88146 1.96556 -0.12575
H 3.18949 0.82744 0.09570
H 2.46070 -1.63096 0.17484
N -2.96625 -0.25221 -0.03709
N -1.75958 -0.82575 -0.05974
N 1.14623 1.49173 -0.04370
N 0.47734 -1.20402 0.04634
O -2.99070 0.95475 0.15015
*
```

Highest occupied orbital energy in eV: -9.544
Frontier orbital gap in eV: 9.242
Relative energy (zero: lowest compared OMol25 entry of this formula, charge and spin) in eV: 2.520
LUMO energy in Eh: -0.01108
SMILES: O=NNc1cnccn1



Entry 9:
C25H22FeN4O3Te | ωB97M-V with the def2-TZVPD basis set

Geometry as ORCA input:
```
! RIJCOSX wB97M-V def2-TZVPD def2/J DEFGRID3
* xyz 0 5
Fe -0.22097 -0.27659 0.68437
O -0.08322 4.71919 -0.93087
C 0.58241 4.77310 0.23509
C 1.03376 6.01352 0.67948
C 1.72712 6.12431 1.86911
C 1.98560 4.99581 2.64239
C 1.53596 3.76433 2.21295
C 0.83116 3.62758 1.01239
C 0.37421 2.30168 0.60058
O 0.65164 1.25984 1.35522
N -0.30191 2.16676 -0.52550
N -0.63073 0.87438 -0.71565
C -1.42197 0.39093 -1.67263
C -1.68542 -0.97691 -1.53371
C -2.54619 -1.74921 -2.35533
C -2.71051 -3.07956 -2.10272
C -2.00423 -3.68729 -1.03460
C -1.20280 -2.89695 -0.25505
N -1.04887 -1.57784 -0.45141
H -0.34112 3.77977 -1.08685
H 0.82709 6.88492 0.07169
H 2.06966 7.09584 2.20245
H 2.53699 5.08173 3.56959
H 1.72038 2.87060 2.79192
H -1.82048 1.01370 -2.46489
H -3.06369 -1.25605 -3.16827
H -3.37122 -3.67919 -2.71581
H -2.09601 -4.74426 -0.83114
H -0.63779 -3.31008 0.57452
O 0.21676 -1.36720 2.48467
C -0.92701 -1.05463 3.31385
C -2.08878 -0.84610 2.38695
C -3.15047 -1.72644 2.31318
C -4.20263 -1.44176 1.45279
C -4.17324 -0.24566 0.75120
C -3.08020 0.58526 0.88563
N -2.01192 0.27657 1.63916
H 1.02368 -1.11543 2.95018
H -0.73681 -0.13079 3.86184
H -1.11459 -1.87198 4.01174
H -3.16265 -2.61520 2.93075
H -5.03617 -2.12312 1.35180
H -4.99268 0.03940 0.10550
H -3.02067 1.53727 0.37387
Te 2.21948 -0.78439 0.12912
C 3.18204 -1.78081 -1.47189
C 2.46327 -2.35797 -2.51680
C 3.12970 -2.98393 -3.55825
C 4.51702 -3.03983 -3.56448
C 5.24016 -2.46434 -2.52776
C 4.57629 -1.83614 -1.48749
H 1.38027 -2.31367 -2.50983
H 2.57032 -3.42977 -4.37090
H 5.03556 -3.52866 -4.37936
H 6.32200 -2.50477 -2.53492
H 5.13243 -1.37995 -0.67790
*
```

Highest occupied orbital energy (alpha / beta) in eV: -5.358 / -7.456
Frontier orbital gap (alpha / beta) in eV: 5.436 / 5.734
Relative energy (zero: lowest compared OMol25 entry of this formula, charge and spin) in eV: 2.836
LUMO energy (alpha / beta) in Eh: 0.00285 / -0.06326